Here is a molecular structure, C30H31N7O2RhS from OMol25. Energies are from wB97M-V/def2-TZVPD.

ORCA input file:
```
! RIJCOSX wB97M-V def2-TZVPD def2/J DEFGRID3
* xyz 1 5
H -0.76254 -3.46327 0.93784
C -0.52066 -4.16592 -2.64855
H -2.93451 -2.00575 -1.54724
C 1.68891 -0.35581 3.53953
H -4.33692 -3.57355 -2.81904
C -2.70142 -4.83393 -3.40488
C -1.41672 -3.38543 3.03834
H -2.32106 1.17788 -4.68270
H -1.13959 -0.48897 -3.30118
H 4.79662 -1.02205 -3.25175
H 3.17814 -1.50684 4.54110
C -2.59976 -2.66163 3.67785
N -0.49021 0.91465 0.86162
H -0.48283 -2.87889 3.30115
H -2.73013 3.59805 -1.17320
H 3.33740 -2.89143 -2.50089
N -1.33674 0.56195 -1.54212
C 1.88028 -2.15859 1.49598
C 0.90260 -0.21479 2.37742
C 4.07202 0.95534 -2.99437
H -1.34279 -4.41991 3.37473
H -2.47256 -2.54575 4.75422
N 1.97750 -0.13350 -1.62424
H -0.88792 -5.91549 -3.80181
C -2.18420 1.35074 -3.62520
H 0.54881 -4.32371 -2.58866
H -1.65002 3.55529 3.35987
C 2.89726 -0.92618 -2.16019
C 0.01384 0.87336 2.13589
C -2.65122 2.50769 -3.01366
N 3.11887 1.75924 -2.48764
C 2.55953 -1.40343 3.66009
H -3.16087 3.26929 -3.58784
C -1.31140 2.80991 2.65387
N -0.27544 -2.18864 -1.34377
C 2.66203 -2.33772 2.60822
H 3.34558 -3.17157 2.66814
C 4.02098 -0.38789 -2.85096
C -2.48824 -2.83240 -2.07858
C -1.37383 1.84997 0.46293
C -1.32463 -5.04590 -3.32798
C -3.26643 -3.72608 -2.77310
C -1.65444 -3.29719 1.53932
H -2.52881 3.56075 1.02237
O 1.23600 1.98943 -1.25428
H 4.88358 1.43826 -3.52150
N 2.75044 -2.25111 -1.99883
H 1.84456 -2.54243 -1.66097
H 2.14785 3.51498 -3.04972
H 1.93782 -2.85771 0.67039
C -1.52735 0.41564 -2.85471
Rh -0.17537 -0.62170 -0.30735
C -2.68070 -1.30807 2.98893
C -1.07093 -3.01565 -1.99821
H -2.45444 -3.95343 1.19428
H 1.61276 0.38774 4.32082
H -1.95471 -0.59966 3.39143
C -0.40729 1.85348 3.05002
S -2.23590 -1.58677 1.21890
H 3.88942 3.46572 -3.41561
C 2.04990 1.22548 -1.74608
O -3.49416 -1.63709 0.44767
H -3.67111 -0.85839 2.96775
C -1.75953 1.70461 -0.94097
N 1.01179 -1.14762 1.35542
C -2.42438 2.68583 -1.66438
H -3.51326 -3.23137 3.49808
C -1.81091 2.81708 1.33567
H 3.31241 3.71978 -1.74970
H -3.32737 -5.52944 -3.94661
H -0.03915 1.84013 4.06638
C 3.12528 3.20217 -2.68924
*
```

Output
Gap between HOMO and LUMO (spin up / spin down): 5.00 / 7.07 eV
Highest occupied orbital energy (spin up / spin down): -7.6506 / -10.8382 eV
LUMO level (spin up / spin down): -2.65 / -3.77 eV